1.
Here is a structure of composition C17H9BeINO4 from the OMol25 dataset. Energies are from ωB97M-V/def2-TZVPD.

Its orbital gap is 7.575 eV. Its charge is -1. The max |F| comes out at 1.25 eV/A.

Cartesian coordinates (Å):
Be 0.520800 -0.113700 0.198200
O -1.737900 2.629500 1.126500
C -0.928300 1.726600 1.054100
O -0.314600 1.308400 0.021900
C -0.392200 1.035100 2.313200
C -0.304000 1.537300 3.606000
C 0.694200 1.026800 4.428300
C 1.655700 0.169800 3.900400
C 1.481900 -0.280100 2.597500
N 0.396000 0.052200 1.929500
C 2.539500 -0.718400 1.571200
O 3.558400 -1.293900 1.906100
O 2.225900 -0.282000 0.424000
H -0.950800 2.342300 3.918700
H 0.788800 1.375900 5.447300
H 2.547200 -0.091900 4.449500
I -2.761900 -0.087700 -1.129200
C -2.407800 -2.016500 -0.329400
C -3.528700 -2.747200 -0.035300
C -3.418800 -4.096800 0.318500
C -2.199300 -4.703900 0.250000
C -1.044200 -3.973400 -0.093300
C 0.173800 -4.643700 -0.303900
C 1.264300 -3.935500 -0.719300
C 1.217100 -2.536100 -0.756400
C 0.090700 -1.787900 -0.463100
C -1.102100 -2.555600 -0.280500
H -4.506100 -2.293700 -0.097800
H -4.304200 -4.653700 0.591000
H -2.100000 -5.765800 0.433100
H 0.201500 -5.717600 -0.160900
H 2.185300 -4.444900 -0.967400
H 2.129300 -2.016500 -1.001700

Force components x, y, z for each atom (eV/Å):
0.2 -0.3 -0.1
-0.2 0.2 0.1
-0.5 0.5 0.7
0.7 -0.4 -0.9
0.0 0.1 0.2
-0.2 -0.1 -0.2
0.0 -0.1 -0.2
0.0 -0.3 -0.1
0.1 0.1 0.2
0.0 0.3 0.1
0.5 -0.3 0.9
0.2 -0.1 0.2
-0.4 0.5 -1.0
0.0 0.1 0.0
0.0 0.1 0.0
0.1 0.0 0.0
-0.2 -0.5 0.0
-0.6 0.4 -0.1
0.0 0.3 0.0
0.1 -0.3 0.1
-0.2 -0.1 0.1
-0.1 0.3 0.0
0.3 -0.1 -0.1
-0.1 -0.5 0.0
-0.2 0.3 -0.2
0.2 0.4 0.0
0.1 -0.2 0.0
0.0 0.1 0.0
-0.1 -0.1 0.0
0.0 -0.1 0.0
0.1 0.0 0.0
0.1 -0.1 0.0
0.2 0.0 0.1



2.
Here is a cluster of 2 separate species, C2H5NO2PS in total from the OMol25 dataset. Energies are from ωB97M-V/def2-TZVPD.

Its orbital gap is 7.519 eV. Its charge is -1. The max |F| comes out at 5.88 eV/A.

Cartesian coordinates (Å):
C 0.434333 -1.028012 -0.146123
C -0.403774 0.763706 0.493800
N 1.692795 -0.753736 -0.613206
O 1.843836 -0.721251 -2.069557
O 0.431476 1.786247 0.132869
P 2.833271 -1.858242 -1.284970
S 4.682432 -1.153092 -1.056007
H 0.407141 -1.590905 0.864486
H -0.264538 -1.550153 -0.945764
H -0.438205 0.454100 1.467500
H -1.239581 0.670354 -0.071880
H 1.240745 1.504499 -0.256822

Force components x, y, z for each atom (eV/Å):
-3.4 0.4 0.9
4.0 -3.3 -2.8
0.9 1.3 0.8
-0.4 -0.1 -0.3
-1.4 1.3 0.9
0.8 -0.5 -0.3
-0.3 -0.1 0.0
0.4 0.7 -1.7
1.1 1.2 1.6
-0.2 0.0 2.7
-2.8 0.3 -1.3
1.3 -1.2 -0.5



3.
Here is an isolated molecule of C4H12N2O from the OMol25 dataset. Energies are from ωB97M-V/def2-TZVPD.

Its orbital gap is 10.080 eV. Its charge is 0. The max |F| comes out at 5.64 eV/A.

Cartesian coordinates (Å):
C 1.220960 1.801949 0.942227
C 0.283005 1.318748 -0.196207
O 1.085344 0.703181 -1.227363
C -0.615941 -0.022702 0.192195
N -1.684922 0.033961 -0.890785
C 0.248243 -1.324078 0.248178
N -0.726697 -2.403089 0.835920
H 1.721456 0.951280 1.363820
H 1.988816 2.384635 0.578559
H 0.580431 2.337484 1.713119
H -0.417624 1.994813 -0.594880
H 1.715485 1.265340 -1.643333
H -1.082068 0.275210 1.123072
H -2.222817 -0.835223 -0.836395
H -1.256734 -0.013652 -1.740495
H 1.024559 -1.192629 1.003712
H 0.651893 -1.556720 -0.652832
H -1.035378 -1.990526 1.693715
H -0.287045 -3.305057 1.076544

Force components x, y, z for each atom (eV/Å):
-3.5 -0.7 0.6
1.5 -4.1 1.1
-0.7 -0.4 0.0
0.7 2.5 -2.2
-0.8 -1.0 4.1
-3.3 0.3 4.6
1.2 0.5 -1.4
0.0 -0.6 0.5
1.4 1.8 -0.9
1.1 -0.5 -0.7
-0.6 1.2 -0.4
0.6 1.1 -0.3
-0.2 -0.6 0.4
0.0 0.3 0.2
1.7 0.0 -2.9
0.4 0.2 -0.3
0.9 -0.9 -2.6
-0.3 0.0 0.6
0.0 0.9 -0.3